Model i:
{
  "formula": "C5H4",
  "method": "ωB97M-V with the def2-TZVPD basis set",
  "lumo_energy_ev": 0.88,
  "homo_ev": -9.3,
  "homo_lumo_gap_ev": 10.21,
  "species": ["C", "C", "C", "C", "C", "H", "H", "H", "H"],
  "coordinates": [[-0.76308, -0.65296, -0.61326], [-1.38602, -1.36469, 0.23830], [0.26142, 0.10051, -1.27919], [0.82594, 0.53830, -0.14037], [-0.15240, -0.13663, 0.87972], [0.17042, 0.30106, -2.24376], [1.62657, 1.19401, 0.13848], [-0.74892, 0.63837, 1.32541], [0.16607, -0.61797, 1.69467]],
  "mulliken_charge": [0.437, -0.655, -0.526, -0.414, -0.400, 0.479, 0.374, 0.245, 0.459]
}

---

Model ii:
{
  "formula": "C5H4",
  "method": "ωB97M-V with the def2-TZVPD basis set",
  "lumo_energy_ev": [-0.15, -0.15],
  "homo_ev": [-9.5, -9.5],
  "smiles": "C#CC#CC",
  "homo_lumo_gap_ev": [9.30, 9.30],
  "species": ["C", "C", "C", "C", "C", "H", "H", "H", "H"],
  "coordinates": [[-1.64374, -0.21906, 0.10197], [-0.91800, 0.79601, -0.73339], [0.29757, 0.81083, -0.67736], [1.55302, 0.44209, -0.29366], [2.57727, -0.01409, 0.14883], [-0.89630, -0.77919, 0.68842], [-2.16043, -0.92561, -0.54142], [-2.31490, 0.27400, 0.79708], [3.50550, -0.38497, 0.50953]],
  "mulliken_charge": [-0.712, -0.341, -0.099, 0.000, -0.034, 0.232, 0.274, 0.281, 0.399]
}

---

Model iii:
{
  "formula": "C5H4",
  "method": "ωB97M-V with the def2-TZVPD basis set",
  "lumo_energy_ev": [0.03, -2.74],
  "homo_ev": [-9.9, -8.1],
  "homo_lumo_gap_ev": [9.97, 5.38],
  "species": ["C", "C", "C", "C", "C", "H", "H", "H", "H"],
  "coordinates": [[2.72775, -0.08752, 0.04868], [3.87630, -0.34736, -0.04437], [0.14731, -0.40454, 0.10987], [1.32388, 0.34752, -0.09498], [-1.12997, -0.69784, -0.02498], [1.22453, 1.15888, 0.61495], [1.35879, 0.80454, -1.01059], [-1.89702, 0.18172, -0.14473], [-1.61044, -1.66333, 0.23116]],
  "mulliken_charge": [-0.454, 0.415, 0.111, -0.456, -0.642, 0.264, 0.329, 0.193, 0.240]
}

---

Model iv:
{
  "formula": "C5H4",
  "method": "ωB97M-V with the def2-TZVPD basis set",
  "lumo_energy_ev": [-0.25, -2.89],
  "homo_ev": [-10.3, -8.0],
  "homo_lumo_gap_ev": [10.00, 5.14],
  "species": ["C", "C", "C", "C", "C", "H", "H", "H", "H"],
  "coordinates": [[2.71436, -0.20856, -0.00396], [3.91234, -0.32229, 0.00954], [0.08714, -0.34854, -0.02865], [1.32804, 0.42889, -0.03388], [-1.13175, -0.71274, 0.07280], [1.19309, 1.23567, 0.74283], [1.49495, 0.84334, -1.14583], [-1.87488, -0.15810, -0.45402], [-1.31536, -1.75728, 0.28790]],
  "mulliken_charge": [-0.214, -0.119, 0.127, -0.177, -0.625, 0.273, 0.209, 0.275, 0.250]
}

---

On energetic grounds, model ii is preferred over the next structure by 106.6 kJ/mol.

---

Model i:
{
  "formula": "C5H4",
  "method": "ωB97M-V with the def2-TZVPD basis set",
  "lumo_energy_ev": -0.35,
  "homo_ev": -9.2,
  "homo_lumo_gap_ev": 8.81,
  "species": ["C", "C", "C", "C", "C", "H", "H", "H", "H"],
  "coordinates": [[-1.57110, -0.35038, -0.01885], [-0.06643, -0.31062, 0.04953], [1.04101, 0.28470, 0.02994], [2.20741, 0.89521, 0.01323], [3.30305, 1.51583, -0.02205], [-2.03776, -0.86569, 0.82725], [-1.95177, -0.77414, -0.95556], [-1.92916, 0.69019, 0.01845], [1.00476, -1.08509, 0.05806]],
  "mulliken_charge": [-0.953, 0.171, 0.946, -0.686, -0.599, 0.303, 0.286, 0.299, 0.233]
}

---

Model ii:
{
  "formula": "C5H4",
  "method": "ωB97M-V with the def2-TZVPD basis set",
  "lumo_energy_ev": 1.01,
  "homo_ev": -10.1,
  "smiles": "C#CCC#C",
  "homo_lumo_gap_ev": 11.10,
  "species": ["C", "C", "C", "C", "C", "H", "H", "H", "H"],
  "coordinates": [[-0.38992, 1.82095, -1.26934], [0.11086, 0.76822, -0.95310], [0.47169, -0.60267, -0.55094], [0.08342, -0.87484, 0.84854], [-0.30046, -1.03898, 1.97083], [-0.74981, 2.84524, -1.46941], [1.55349, -0.71482, -0.59729], [0.02964, -1.36766, -1.15915], [-0.68692, -1.19887, 2.94984]],
  "mulliken_charge": [0.024, -0.371, -0.594, -0.434, 0.100, 0.376, 0.237, 0.268, 0.393]
}

---

Model iii:
{
  "formula": "C5H4",
  "method": "ωB97M-V with the def2-TZVPD basis set",
  "lumo_energy_ev": 0.95,
  "homo_ev": -10.0,
  "smiles": "C#CCC#C",
  "homo_lumo_gap_ev": 10.94,
  "species": ["C", "C", "C", "C", "C", "H", "H", "H", "H"],
  "coordinates": [[-0.46495, -1.53862, 1.61226], [-0.22401, -0.92926, 0.61021], [0.50576, -0.37876, -0.60498], [0.17052, 1.01890, -0.76111], [-0.25518, 2.16513, -0.61170], [-0.82191, -2.20939, 2.34977], [0.17547, -0.93729, -1.53651], [1.61960, -0.39363, -0.50801], [-0.70529, 3.20293, -0.54993]],
  "mulliken_charge": [-0.066, -0.501, -0.246, -0.395, -0.011, 0.416, 0.221, 0.243, 0.338]
}

---

On energetic grounds, model ii is preferred over the next structure by 38.7 kJ/mol.

---

Model i:
{
  "formula": "C5H4",
  "method": "ωB97M-V with the def2-TZVPD basis set",
  "lumo_energy_ev": -1.40,
  "homo_ev": -7.1,
  "homo_lumo_gap_ev": 5.69,
  "species": ["C", "C", "C", "C", "C", "H", "H", "H", "H"],
  "coordinates": [[-0.69078, 0.86515, 0.06254], [-0.74425, -0.78185, -0.05433], [0.37589, 0.02928, -0.11782], [2.60072, 0.16579, -0.10098], [-1.94706, 0.09624, -0.04894], [2.78576, -0.80620, -0.55068], [2.71149, 0.17847, 0.97807], [-2.60147, 0.05752, 0.81882], [-2.49030, 0.19559, -0.98669]],
  "mulliken_charge": [0.008, -0.038, -0.109, -0.462, -0.154, 0.139, 0.146, 0.239, 0.231]
}

---

Model ii:
{
  "formula": "C5H4",
  "method": "ωB97M-V with the def2-TZVPD basis set",
  "lumo_energy_ev": [-1.17, -1.77],
  "homo_ev": [-8.1, -9.5],
  "homo_lumo_gap_ev": [6.93, 7.76],
  "species": ["C", "C", "C", "C", "C", "H", "H", "H", "H"],
  "coordinates": [[-1.14794, 0.05036, -0.16516], [-3.11348, -0.31667, 0.13460], [0.17015, -0.25367, -0.02972], [1.10842, -1.25127, 0.02892], [-0.16282, 1.26629, -0.05315], [2.20252, -1.01097, -0.01515], [0.98279, -2.25325, 0.13739], [0.14385, 1.88962, -0.89492], [-0.18350, 1.87957, 0.85721]],
  "mulliken_charge": [-0.209, 0.086, 0.461, -0.828, -0.496, 0.215, 0.349, 0.221, 0.201]
}

---

On energetic grounds, model i is preferred over the next structure by 49.3 kJ/mol.